No. 1
77
Properties=species:S:1:pos:R:3 method="wB97M-V/def2-TZVPD" energy_ha=-8981.6311 lumo_energy_ev=0.592 molar_mass_g_mol=640.336 gap_ev=9.20
H 0.73 -1.36 5.88
H 2.32 1.36 1.91
H 4.06 2.58 0.29
H 0.33 -0.23 3.75
C -1.31 2.54 1.71
C 3.86 1.52 0.42
C 0.40 -0.31 0.80
C -0.67 1.40 -5.57
H 1.05 2.17 -3.30
H -2.06 1.78 1.92
H 1.15 -0.29 7.23
C -0.46 -3.41 -0.03
C 2.43 0.63 4.95
H 0.99 -0.70 -2.29
H -2.01 -2.62 -3.26
H -0.24 2.37 -1.45
H -0.51 -2.19 -2.41
H 0.11 0.48 1.49
C -0.57 -3.31 1.50
O -1.80 -0.66 -2.92
O -2.20 -2.20 -1.27
H -0.49 -4.29 1.97
H 0.53 -0.10 -6.43
C 0.96 0.72 5.33
H -0.66 1.96 -6.51
H 2.69 1.42 4.24
H -1.76 -0.58 1.83
C 0.62 -0.49 -4.36
H 3.08 0.72 5.82
H 4.07 0.99 -0.51
C -3.23 -0.09 0.32
C -2.59 -1.03 1.31
C -2.59 0.60 -0.63
H -2.11 3.22 -0.16
H 2.63 -0.32 4.46
H -2.58 -3.76 -0.05
C 0.54 0.07 -2.91
H -1.60 0.83 -5.56
H 0.16 -2.61 -0.42
C -1.81 -3.45 -0.75
H 1.46 1.09 -5.61
C 0.55 0.50 -5.52
C 0.57 -0.37 6.31
H 2.39 1.05 -3.33
O 0.16 0.63 4.15
H -1.78 -4.21 -1.55
C 1.46 1.28 -2.81
H 4.55 1.14 1.16
Br -5.12 -0.04 0.53
H 1.70 1.56 -1.79
H -2.26 -1.92 0.77
Br -3.62 1.73 -1.78
H 0.07 -4.33 -0.27
C -1.15 2.88 0.25
H -0.13 -1.26 -4.54
N -0.47 1.88 -0.60
H 1.76 2.03 0.38
C 2.40 1.28 0.83
C -1.09 0.62 -0.93
H 0.32 -1.25 1.36
H 2.09 -0.34 -0.58
Br 2.95 -1.44 1.47
H 0.23 -2.70 1.91
H 1.59 -0.99 -4.41
H 0.75 1.70 5.76
H -0.71 2.14 -4.77
H -1.64 3.45 2.22
H -0.49 -0.29 6.56
C -0.91 0.34 -2.47
H -0.51 3.76 0.21
C 1.89 -0.10 0.46
H -0.38 2.25 2.19
H -3.32 -1.34 2.05
C -1.57 -1.95 -2.51
H -1.23 1.25 -2.96
H -1.52 -2.88 1.82
O -0.43 -0.48 -0.31

=====

No. 2
73
Properties=species:S:1:pos:R:3 method="wB97M-V/def2-TZVPD" energy_ha=-4348.8429 lumo_energy_ev=-1.068 molar_mass_g_mol=502.348 gap_ev=6.60
C -1.99 0.29 1.59
H 4.04 -2.11 -0.43
H 3.19 3.12 3.51
H 2.72 -4.96 -0.01
C -2.62 -2.27 1.66
H 0.13 -0.24 1.28
C 2.70 2.75 2.58
H 4.40 -1.41 -2.68
H -0.48 -2.16 1.96
H -0.71 2.20 0.40
Cl -6.13 3.65 -0.52
Ga -1.63 3.04 -2.27
H -1.43 -1.23 0.12
H -3.75 2.86 1.31
H 1.72 -2.12 0.52
H -3.36 -2.93 1.17
H 0.93 1.64 -2.53
H -2.42 1.15 1.04
C -0.99 -3.94 0.66
C 0.02 1.93 1.20
C -0.46 0.55 1.80
H 0.60 -0.67 -1.12
H 0.01 2.73 3.29
H -1.89 0.41 -2.35
C -4.28 3.51 -0.73
H 3.54 -3.95 1.22
C 3.31 -1.60 -2.83
H -0.75 3.93 -1.26
C -3.40 3.66 0.62
H 0.13 -2.94 -1.01
H -0.20 0.57 2.89
C 0.32 -3.64 -0.16
H -1.03 -5.02 0.93
H 1.62 4.65 2.77
H -2.31 3.65 0.43
H 3.49 2.67 1.80
H 0.64 -1.43 -2.79
H -1.84 -3.79 -0.05
H 2.86 0.54 -2.54
C 2.90 -3.91 0.30
H 1.76 4.11 1.08
H -0.60 3.92 2.09
K -4.75 5.67 0.02
H 3.39 -3.78 -2.88
C 3.01 -3.01 -2.17
H 1.41 -3.31 1.80
C 1.56 3.76 2.11
Cl -4.75 3.16 -3.40
H -3.19 -0.86 0.08
H -3.03 -1.92 2.64
C 1.56 -3.21 0.70
C 0.14 3.09 2.25
H 2.23 1.76 2.77
C 0.96 -0.56 -2.17
C -3.66 3.28 -1.96
C 2.53 -0.44 -2.12
H -1.30 -3.59 2.81
H 1.91 -3.11 -2.14
C -1.22 -2.98 1.88
H 2.82 -0.44 -1.04
H -2.54 0.20 2.56
H -3.63 4.67 1.15
H 1.01 1.83 0.70
C 3.71 -3.12 -0.78
H -0.01 0.65 -3.78
H -1.00 0.83 -0.84
H 3.10 -1.63 -3.92
C -1.08 1.06 -1.93
C 0.26 0.76 -2.70
H 4.66 -3.69 -0.94
H -1.18 3.37 -3.78
C -2.32 -1.00 0.75
H 0.61 -4.61 -0.66

=====

No. 3
87
Properties=species:S:1:pos:R:3 method="wB97M-V/def2-TZVPD" energy_ha=-4567.9609 lumo_energy_ev=0.524 molar_mass_g_mol=727.327 gap_ev=10.69
Cl 3.20 -16.84 -21.53
C 9.85 -17.33 -17.32
H 10.67 -14.60 -26.17
H 0.16 -16.47 -23.23
C 5.40 -16.42 -25.92
C 5.68 -11.63 -20.66
H 5.10 -15.82 -26.78
O 5.47 -13.43 -19.16
H 8.93 -15.31 -24.12
O 8.63 -19.21 -18.11
C 4.92 -16.54 -21.33
C 6.49 -15.71 -25.12
H 5.24 -10.66 -20.91
H 3.37 -11.31 -26.64
C 3.52 -20.47 -21.45
H 8.87 -18.11 -23.75
Cl 9.14 -20.34 -23.01
H 7.75 -21.70 -17.58
H 5.12 -15.72 -20.64
H 8.66 -13.92 -25.15
Cl 1.93 -20.10 -22.09
H 7.67 -19.57 -19.88
H 2.66 -19.98 -28.50
H 2.46 -15.09 -23.78
H 1.78 -21.51 -28.32
O 2.94 -13.93 -25.94
H 3.42 -20.85 -20.44
C 5.07 -14.14 -18.03
O 4.23 -13.85 -17.24
H 10.20 -17.65 -16.34
O 1.57 -20.34 -26.74
H 10.66 -16.70 -17.69
H 8.59 -18.33 -21.91
H 6.75 -11.64 -20.45
H 6.06 -11.46 -25.04
H 5.89 -10.81 -26.71
C 3.96 -11.24 -25.73
H -0.66 -17.98 -23.45
H 9.68 -15.67 -26.99
H 5.25 -16.65 -16.48
O 10.40 -18.53 -19.36
H 3.39 -21.15 -27.48
H 4.56 -16.64 -25.26
H 4.14 -11.79 -18.93
C 2.09 -19.60 -25.80
C 9.75 -18.47 -18.32
H 1.78 -17.11 -25.16
C 5.15 -12.05 -19.27
C 1.31 -17.77 -24.44
C 8.11 -20.12 -19.05
H 3.72 -14.08 -23.03
O 3.41 -12.10 -24.67
O 1.13 -19.05 -25.08
O 7.66 -15.69 -25.70
C 2.79 -14.07 -23.59
H 5.93 -17.29 -26.30
C 8.74 -15.01 -25.15
Cl 5.58 -17.80 -20.29
C 6.02 -15.92 -16.73
C 9.99 -15.43 -25.98
H 2.05 -17.92 -23.66
Cl 4.18 -21.65 -22.66
H 8.87 -20.78 -19.48
C 2.41 -20.78 -27.81
H 5.25 -12.31 -21.40
H 1.97 -13.59 -23.04
H 5.95 -15.30 -15.84
H 4.02 -10.18 -25.47
H 5.41 -16.26 -22.26
O 5.82 -15.24 -17.98
H -0.61 -16.90 -24.79
O 3.23 -19.16 -25.77
O 6.21 -15.11 -24.06
C 3.08 -13.39 -24.86
C -0.01 -17.26 -23.96
H 8.90 -16.81 -17.21
H 5.68 -11.51 -18.48
H 6.83 -21.88 -19.00
C 7.22 -21.11 -18.33
Cl 6.63 -18.58 -23.18
H 10.49 -16.29 -25.54
C 8.43 -18.68 -22.93
H 4.12 -19.55 -21.45
C 5.51 -11.53 -25.98
H 7.01 -16.37 -16.72
H 6.38 -20.61 -17.86
H 5.65 -12.50 -26.45

=====

No. 4
99
Properties=species:S:1:pos:R:3 method="wB97M-V/def2-TZVPD" relative_energy_kcal_mol=0.00 energy_ha=-7212.2618 lumo_energy_ev=-0.801 molar_mass_g_mol=934.866 gap_ev=9.05
H -11.05 -2.45 3.14
H -9.51 -2.65 2.32
H 3.78 -1.61 1.02
C -10.70 0.42 -0.32
H -4.53 -2.71 -0.33
H 8.30 -5.73 2.99
H 12.12 -2.23 3.40
H 9.32 -6.43 1.75
H 5.68 -1.73 2.66
S 10.04 -3.32 3.37
O -2.53 -2.61 -2.04
H 11.19 -6.63 3.43
N 4.27 0.94 -3.30
H 0.04 2.68 -3.14
N 2.69 3.68 -5.46
C 11.23 -2.16 2.78
O 4.37 0.85 0.57
C 5.87 -1.81 1.59
H -2.63 -2.90 -4.95
C -3.49 -3.26 -4.38
H -6.01 5.55 1.23
F 3.84 4.93 -1.32
C 4.00 2.05 -3.41
S -3.76 2.97 0.49
C 6.72 1.93 0.83
O -4.51 1.77 0.29
C 1.24 4.75 -2.80
S -3.60 -2.27 -2.93
H 4.34 -3.28 1.19
O 9.92 -3.20 4.80
H -7.26 3.37 1.12
O -4.67 4.02 1.30
H -10.13 1.03 -1.01
C 10.38 -5.91 3.56
C 1.14 0.97 -2.34
H 6.67 -2.53 1.45
C -5.68 4.74 0.58
O -8.94 0.79 1.55
O 3.29 3.14 -6.30
C -6.87 3.86 0.23
C -0.13 0.79 -1.44
H 2.12 3.24 -1.54
H -6.16 -3.22 -0.74
O 5.42 0.90 2.84
F 5.34 3.36 -1.74
H -8.59 -0.71 3.62
H -11.41 1.05 0.22
H -3.34 -4.30 -4.09
C 1.08 2.29 -3.18
O -8.80 -1.29 0.17
C -5.85 -1.11 -0.92
C 3.44 3.49 -3.25
H -5.05 -0.40 -1.13
C 4.45 4.21 -2.25
C -9.50 -1.20 3.94
H -1.90 1.90 1.40
C 9.14 -6.39 2.83
H -7.66 4.46 -0.23
H 6.28 2.93 0.91
O 10.86 -4.66 3.04
O -3.13 3.65 -0.60
H 7.62 1.87 1.44
O -4.97 -2.89 -2.36
H -10.16 -0.44 4.35
C 4.63 -2.28 0.85
O 8.88 -3.26 2.52
H 8.86 -7.39 3.18
Br 1.13 -0.54 -3.66
H -9.25 -1.92 4.72
O 6.35 -0.56 1.07
H 11.45 -2.39 1.74
H -11.21 -0.38 -0.85
H 6.94 1.71 -0.22
S 5.53 0.78 1.42
H 10.20 -5.82 4.63
H -3.08 2.34 2.66
F 5.18 5.10 -2.96
H -6.59 3.08 -0.47
H -0.05 -0.17 -0.90
O -10.65 -0.99 1.78
H -4.40 -3.14 -4.96
H -2.01 3.60 1.95
H -5.25 5.20 -0.31
H -0.14 1.67 -0.76
H -6.65 -0.93 -1.65
C -2.57 2.68 1.76
H 10.78 -1.17 2.86
H 4.80 -2.31 -0.22
H 2.08 0.87 -1.78
O -3.84 -0.91 -3.33
H -6.23 -0.90 0.08
C -5.36 -2.54 -1.02
H 1.26 2.03 -4.24
S -9.57 -0.28 0.83
C 2.01 3.44 -2.63
C -10.18 -1.91 2.78
H -1.04 0.79 -2.08
O 3.55 4.19 -4.47
N 0.80 5.73 -3.22

=====

No. 5
76
Properties=species:S:1:pos:R:3 method="wB97M-V/def2-TZVPD" energy_ha=-3813.5034 lumo_energy_ev=0.581 molar_mass_g_mol=479.544 gap_ev=9.86
N -3.39 -3.49 -5.60
C 6.25 -1.75 5.54
C -4.73 0.06 0.84
H 1.17 3.83 3.86
C 1.60 2.24 1.72
H 4.01 4.89 2.64
H -1.03 4.24 -1.14
H -0.99 -1.64 -0.56
H 2.46 4.38 0.89
H -4.65 -3.17 -7.21
C 3.32 4.64 3.56
C 6.00 -2.90 3.31
H -4.32 0.92 0.13
H -4.91 -3.40 -0.43
H -0.42 5.03 0.98
H 5.94 -1.91 2.86
H -0.25 -1.04 -2.81
Br 5.15 2.40 3.03
O -2.82 -4.45 -3.66
H 6.24 -3.72 5.25
H -3.49 -2.59 -2.34
H 0.55 1.28 -3.21
H -1.77 -5.61 -6.33
H -5.60 0.44 1.53
C -3.60 -3.40 -7.03
H 2.29 1.76 2.54
C -3.01 -2.46 -1.27
H -0.81 3.40 3.01
C -5.20 -1.15 -0.21
H -5.44 -0.75 -1.29
C -4.22 -2.47 -0.16
H 6.85 -3.44 2.88
C 1.61 3.89 1.52
H 3.44 5.50 4.35
H -1.35 1.80 -0.70
H -2.22 -6.56 -4.90
H 0.83 4.17 -1.44
H -3.46 -6.20 -6.13
C -0.04 3.68 -0.79
C 1.75 4.51 3.07
H -3.77 -0.32 1.43
C 3.86 3.25 4.30
C -1.40 -0.75 -2.63
H -2.98 -2.58 -7.41
H -6.26 -1.52 0.23
H 2.96 2.49 4.48
H -2.63 1.27 -2.38
C 6.16 -0.39 4.90
H -3.83 -2.70 0.94
H -0.53 2.83 -3.41
H -3.33 -4.32 -7.54
H 5.20 -0.28 4.40
H 4.29 3.47 5.38
O 0.23 1.82 2.08
C -1.95 -1.22 -1.14
H -1.75 2.85 1.49
C -0.29 2.09 -1.16
C -1.73 0.82 -2.99
C -2.58 -5.81 -5.62
H -2.32 -0.30 -0.52
C -0.66 2.99 1.90
H -2.39 -3.46 -1.08
C -0.42 1.83 -2.79
H -3.61 -2.68 -5.03
O 6.40 -1.89 6.75
H 6.98 -0.26 4.18
C -2.93 -4.55 -4.88
H 5.09 -3.46 3.10
H 6.25 0.38 5.67
H 1.28 5.60 3.10
H -2.01 0.88 -4.13
H 2.08 1.86 0.72
H -1.99 -1.41 -3.43
N 6.17 -2.85 4.74
C 0.10 3.98 0.82
H 0.54 1.37 -0.76

=====

No. 6
85
Properties=species:S:1:pos:R:3 method="wB97M-V/def2-TZVPD" energy_ha=-3211.6291 lumo_energy_ev=-3.844 charge=+1 molar_mass_g_mol=623.110 gap_ev=8.62
H 5.63 3.98 3.97
C -3.80 -2.59 -0.64
C 1.08 -5.82 -0.83
H 4.45 2.31 2.82
C 3.41 2.41 5.29
H 1.41 -1.15 1.40
Cl -1.78 2.00 1.87
H 1.80 2.42 -2.49
O -2.59 -2.34 -1.25
C 2.84 0.97 2.46
H 2.79 2.64 6.15
H -1.87 -7.03 -2.18
N -0.29 2.46 -0.87
H -5.27 -0.79 -1.51
H -2.64 -0.42 -0.48
H 2.93 3.27 -1.40
N -0.98 0.95 0.74
H -1.89 4.73 -4.64
H -4.34 5.28 -1.03
C 2.81 3.00 4.02
H -1.48 -2.29 0.94
H 1.92 -1.28 -1.19
H 1.72 2.89 4.07
O -3.94 -2.47 0.55
H -0.05 -1.98 -0.01
H -6.66 -1.74 -1.98
C 2.69 2.32 -1.87
H -1.84 -6.01 -3.63
H -5.57 -3.62 -1.13
C 1.77 -0.30 -1.63
H -4.47 3.64 -1.61
C -4.01 4.26 -0.83
C 1.42 0.95 1.91
H 0.71 -0.13 -1.84
C -2.36 3.95 -4.04
C 0.78 -0.42 1.92
C -1.26 -6.34 -2.77
H -0.24 -4.46 -2.48
H 0.83 1.61 2.53
N 1.33 1.54 0.52
O 5.99 1.99 5.37
O 1.53 -6.21 0.36
C -2.48 4.17 -0.84
H -2.04 5.01 -1.39
H 3.53 0.42 1.82
H 3.53 1.33 5.22
O 4.97 3.51 7.08
H 2.29 -0.29 -2.60
H -4.41 -3.44 -2.48
C -0.88 -5.14 -1.93
H -3.11 4.45 -3.42
H -4.42 3.96 0.13
H 3.16 -6.76 1.42
H -0.43 3.87 -3.05
H 0.73 -0.77 2.96
H 2.80 0.41 3.40
P 2.61 0.98 -0.63
H 2.99 4.08 4.01
H 3.13 3.02 1.88
H 3.53 -5.81 -0.05
C -4.87 -2.95 -1.63
H -2.86 3.28 -4.74
H -0.92 2.36 -3.80
C -5.58 -1.65 -2.09
O -0.22 -5.53 -0.71
C -0.64 -0.37 1.35
H 3.05 -7.52 -0.19
H 0.46 3.02 -1.24
P -1.91 2.59 -1.61
C 2.91 -6.60 0.37
H -1.76 -4.60 -1.59
H -1.34 -0.48 2.17
O 5.30 4.27 4.83
H -0.38 -6.86 -3.12
C 0.06 1.67 0.12
C -1.91 -1.17 -0.78
C 3.37 2.38 2.73
H 3.51 2.04 -2.54
H -5.36 -1.44 -3.13
H -1.38 -0.79 -1.66
S 5.05 2.99 5.75
H -2.07 4.23 0.17
C -1.29 3.21 -3.23
O 1.73 -5.72 -1.84
C -0.97 -1.52 0.37